# 1
Density functional theory data (ωB97M-V/def2-TZVPD) for a cluster of 2 separate species, C9H14 in total in a non-equilibrium geometry.

Structure (XYZ):
```
23
Properties=species:S:1:pos:R:3
H 1.701 -3.092 -4.335
H -2.872 1.589 0.716
C 0.096 -2.281 -3.077
C 0.855 0.313 3.186
C 0.782 0.542 0.726
C -1.138 1.484 -0.476
H -0.168 -1.555 -3.906
C -1.222 1.103 1.966
H 1.868 -3.563 -2.625
H -0.786 -2.924 -3.113
H 1.955 0.277 2.993
H 2.289 -2.086 -3.149
H 0.672 0.935 -1.441
C -1.800 1.502 0.738
C 0.145 0.966 -0.460
H -1.843 1.002 2.857
H 0.088 -1.778 -2.057
H 0.532 -0.764 3.333
C 1.481 -2.819 -3.311
H 0.685 1.032 4.034
H -1.613 1.663 -1.428
C 0.113 0.755 1.943
H 1.727 0.018 0.707
```

Computed properties:
**Molar mass**: 122.21 u
**Relative energy (zero: lowest compared OMol25 entry of this formula, charge and spin)**: 0.955 eV
**E_HOMO**: -0.333 hartree
**SMILES string**: Cc1ccccc1.CC

These are the Mulliken partial charges, in e, on atoms 1 to 4:
1 H 0.316
2 H 0.320
3 C -0.551
4 C -1.233



# 2
Density functional theory data (ωB97M-V/def2-TZVPD) for a cluster of 2 separate species, C9H14 in total in a non-equilibrium geometry.

Structure (XYZ):
```
23
Properties=species:S:1:pos:R:3
H -0.561 2.209 -3.564
C 1.026 3.329 -2.603
H 2.081 3.352 -2.871
H -0.548 0.875 0.316
H -0.112 1.648 -1.979
C -0.346 -1.099 0.864
H -1.776 -2.511 0.185
C 0.856 -1.647 2.829
H -0.367 -0.074 -1.219
H 1.646 -1.530 3.560
H 0.056 -3.229 3.994
C 0.756 -0.845 1.704
H -1.949 -3.518 2.515
H 0.950 3.669 -1.573
H 0.939 1.244 -3.308
C -0.720 -0.069 -0.202
C 0.285 2.017 -2.911
C -1.096 -2.929 2.202
H 1.272 0.074 1.456
C -0.081 -2.639 3.104
C -1.055 -2.287 0.960
H -1.797 -0.190 -0.315
H 0.540 4.149 -3.143
```

Computed properties:
**Molar mass**: 122.21 u
**Relative energy (zero: lowest compared OMol25 entry of this formula, charge and spin)**: 1.124 eV
**E_HOMO**: -0.326 hartree
**SMILES string**: Cc1ccccc1.CC

These are the Mulliken partial charges, in e, on atoms 1 to 4:
1 H 0.314
2 C -0.920
3 H 0.262
4 H 0.429



no.,orbital gap (eV)
1,10.03
2,9.86